(1)
ORCA calculation (ωB97M-V/def2-TZVPD) on the ion C3H9N2O with charge +1.

Properties
- SMILES: NCCOC=[NH2+]
- ΔE to the lowest compared entry with this formula, charge and spin: 2.5478 eV
- E_tot: -304.156725 Eh
- Orbital gap: 9.21 eV

The geometry in ORCA input format:
```
! RIJCOSX wB97M-V def2-TZVPD def2/J DEFGRID3
* xyz 1 1
C -1.404 0.450 0.372
C 0.045 0.194 -0.040
C 1.347 -1.678 0.639
N 1.835 -2.212 -0.480
N -1.772 1.642 -0.291
O 0.751 -0.595 0.875
H -1.988 -0.456 0.109
H -1.426 0.477 1.439
H 0.034 -0.396 -1.028
H 0.392 1.181 -0.083
H 1.685 -2.170 1.612
H 1.678 -2.005 -1.446
H 2.542 -2.849 -0.353
H -2.732 1.586 -0.634
H -1.723 2.301 0.518
*
```

***

(2)
ORCA calculation (ωB97M-V/def2-TZVPD) on a structure of composition C29H62FN3O5Zr.

Properties
- ΔE to the lowest compared entry with this formula, charge and spin: 0.3355 eV
- E_tot: -1829.521557 Eh
- Orbital gap: 6.46 eV

The geometry in ORCA input format:
```
! RIJCOSX wB97M-V def2-TZVPD def2/J DEFGRID3
* xyz 0 1
Zr 7.407 -23.737 -18.463
C 9.340 -25.966 -21.423
C 8.474 -27.120 -20.885
C 9.493 -28.293 -20.848
C 9.114 -29.472 -19.937
C 8.633 -28.967 -18.572
C 7.581 -27.857 -18.640
N 8.078 -26.799 -19.503
O 7.236 -25.689 -19.532
C 7.450 -27.329 -17.210
C 6.222 -28.450 -19.024
C 7.369 -27.472 -21.868
H 9.839 -26.303 -22.340
H 10.172 -25.707 -20.769
H 8.747 -25.103 -21.735
H 10.491 -27.988 -20.529
H 9.577 -28.669 -21.870
H 10.015 -30.051 -19.718
H 8.404 -30.138 -20.434
H 9.570 -28.682 -18.081
H 8.277 -29.798 -17.959
H 8.272 -26.675 -16.907
H 7.350 -28.108 -16.450
H 6.542 -26.734 -17.066
H 5.742 -29.056 -18.259
H 6.349 -29.101 -19.896
H 5.550 -27.669 -19.385
H 7.761 -27.414 -22.888
H 6.537 -26.767 -21.918
H 6.974 -28.463 -21.656
C 12.362 -24.272 -18.769
C 11.670 -25.032 -17.620
C 12.706 -25.432 -16.550
C 13.138 -24.252 -15.669
C 11.922 -23.605 -15.041
C 10.870 -23.158 -16.063
N 10.605 -24.242 -17.003
O 9.505 -24.057 -17.781
C 11.368 -21.851 -16.720
C 9.613 -22.915 -15.209
C 11.132 -26.382 -18.122
H 12.839 -24.979 -19.452
H 13.184 -23.683 -18.352
H 11.740 -23.574 -19.325
H 13.626 -25.856 -16.951
H 12.253 -26.146 -15.860
H 13.607 -23.468 -16.276
H 13.876 -24.505 -14.906
H 12.266 -22.728 -14.483
H 11.490 -24.266 -14.284
H 12.279 -21.992 -17.293
H 11.467 -21.075 -15.957
H 10.618 -21.419 -17.394
H 9.890 -22.287 -14.359
H 9.334 -23.858 -14.739
H 8.772 -22.547 -15.792
H 10.175 -26.267 -18.643
H 10.854 -27.024 -17.284
H 11.822 -26.872 -18.807
C 4.868 -24.757 -21.770
C 4.082 -23.591 -21.169
C 2.593 -23.741 -21.554
C 1.895 -24.746 -20.657
C 1.969 -24.298 -19.200
C 3.423 -24.114 -18.728
N 4.232 -23.438 -19.732
O 5.492 -23.063 -19.349
C 3.993 -25.507 -18.375
C 3.337 -23.254 -17.475
C 4.488 -22.254 -21.825
H 4.688 -25.742 -21.339
H 5.948 -24.597 -21.705
H 4.656 -24.845 -22.841
H 2.455 -24.134 -22.561
H 2.024 -22.826 -21.373
H 2.244 -25.776 -20.770
H 0.822 -24.801 -20.877
H 1.570 -25.122 -18.601
H 1.307 -23.457 -18.987
H 3.959 -26.199 -19.218
H 3.487 -25.998 -17.539
H 5.040 -25.462 -18.066
H 2.793 -22.322 -17.649
H 4.293 -22.922 -17.058
H 2.888 -23.757 -16.615
H 3.979 -21.434 -21.319
H 4.190 -22.122 -22.867
H 5.573 -22.173 -21.722
F 6.578 -24.401 -16.665
C 6.466 -21.345 -16.616
O 7.488 -21.738 -17.541
H 5.507 -21.116 -17.077
H 6.321 -22.101 -15.848
H 6.760 -20.443 -16.075
H 8.072 -21.001 -17.741
C 9.565 -22.406 -20.443
O 8.252 -23.000 -20.371
H 9.967 -22.126 -19.472
H 10.277 -23.049 -20.955
H 9.458 -21.456 -20.976
H 7.876 -22.936 -21.256
*
```

***

(3)
ORCA calculation (ωB97M-V/def2-TZVPD) on a cluster of 8 separate species, C19H51F6NO20PS6 in total.

Properties
- E_tot: -5643.780435 Eh
- Orbital gap: 10.88 eV

The geometry in ORCA input format:
```
! RIJCOSX wB97M-V def2-TZVPD def2/J DEFGRID3
* xyz -1 1
P -2.027 0.473 1.125
F -3.099 1.671 0.642
F -2.196 -0.361 -0.295
F -0.692 1.253 0.505
F -0.934 -0.739 1.614
F -1.766 1.152 2.657
F -3.233 -0.414 1.754
C 1.376 -2.708 1.699
N 2.821 -2.577 1.211
O 3.011 -2.870 0.096
O 3.734 -2.378 1.997
H 1.204 -2.079 2.573
H 1.277 -3.675 2.192
H 0.631 -2.490 0.934
O -4.685 1.065 -4.066
S -3.288 1.001 -4.533
O -2.782 -0.159 -5.352
O -3.075 2.354 -5.500
C -2.131 2.320 -6.514
C -2.922 2.017 -7.825
C -2.104 1.398 -3.225
H -1.300 1.690 -6.196
H -1.701 3.295 -6.745
H -3.670 2.786 -8.018
H -3.250 0.985 -7.944
H -2.175 2.154 -8.608
H -1.507 2.253 -3.540
H -1.520 0.508 -2.989
H -2.643 1.651 -2.311
O -4.600 6.064 -0.567
S -3.760 6.953 0.270
O -4.351 7.909 1.159
O -2.862 6.017 1.189
C -2.475 4.698 0.674
C -0.983 4.811 0.710
C -2.518 7.646 -0.798
H -2.882 4.438 -0.303
H -2.817 3.926 1.363
H -0.431 3.964 0.302
H -0.595 4.961 1.718
H -0.585 5.606 0.081
H -1.736 6.886 -0.799
H -2.169 8.606 -0.417
H -2.956 7.696 -1.795
O 5.132 0.814 -3.811
S 5.203 -0.267 -2.763
O 6.102 -0.161 -1.601
O 3.606 -0.420 -2.107
C 2.740 0.703 -1.968
C 2.707 1.034 -0.539
C 5.338 -1.920 -3.697
H 1.748 0.444 -2.337
H 3.079 1.540 -2.580
H 3.715 0.835 -0.176
H 1.992 0.374 -0.046
H 2.305 2.043 -0.457
H 5.724 -2.753 -3.110
H 5.983 -1.592 -4.512
H 4.355 -2.130 -4.117
O -1.209 -3.769 6.520
S -1.516 -2.996 5.283
O -0.591 -2.980 4.228
O -3.067 -3.263 4.844
C -3.461 -2.897 3.576
C -4.523 -3.856 3.131
C -1.721 -1.198 5.701
H -2.634 -2.794 2.873
H -3.838 -1.893 3.771
H -4.214 -4.889 2.974
H -4.881 -3.594 2.135
H -5.319 -3.940 3.871
H -1.956 -0.645 4.791
H -0.787 -0.922 6.191
H -2.635 -1.365 6.272
O 1.078 -6.185 -4.966
S 1.343 -5.016 -4.120
O 1.875 -3.720 -4.668
O -0.032 -4.598 -3.367
C -0.123 -3.590 -2.374
C 0.618 -2.206 -2.466
C 2.335 -5.571 -2.694
H 0.266 -4.062 -1.472
H -1.198 -3.501 -2.214
H 0.669 -1.681 -3.420
H 1.596 -2.245 -1.985
H 0.007 -1.581 -1.815
H 2.300 -4.662 -2.093
H 3.280 -5.976 -3.059
H 1.651 -6.286 -2.237
O 5.162 -0.442 4.894
S 4.177 0.079 5.839
O 4.626 0.763 7.052
O 3.028 1.113 5.123
C 2.427 0.563 3.886
C 1.557 1.698 3.386
C 3.109 -1.325 6.305
H 1.753 -0.241 4.181
H 3.096 0.163 3.124
H 0.585 1.801 3.868
H 1.238 1.351 2.403
H 1.846 2.742 3.264
H 2.378 -0.836 6.949
H 3.684 -2.104 6.806
H 2.656 -1.746 5.407
*
```

***

(4)
ORCA calculation (ωB97M-V/def2-TZVPD) on a structure of composition C4H9NO3.

Properties
- ΔE to the lowest compared entry with this formula, charge and spin: 1.2784 eV
- E_tot: -438.282087 Eh
- Orbital gap: 10.02 eV

The geometry in ORCA input format:
```
! RIJCOSX wB97M-V def2-TZVPD def2/J DEFGRID3
* xyz 0 1
O 1.214 3.342 -1.157
C 0.897 2.685 -0.156
C 0.437 1.268 -0.167
N 0.311 0.525 -1.462
H 0.905 3.102 0.895
H 1.153 0.703 0.427
H -0.549 1.296 0.327
H -0.123 -0.673 -0.985
H -0.284 0.954 -2.136
H 1.212 0.360 -1.866
O -0.366 -0.887 1.556
C -0.652 -1.766 0.758
O -0.580 -1.654 -0.530
C -1.146 -3.097 1.266
H -1.008 -3.954 0.615
H -0.637 -3.321 2.222
H -2.200 -3.089 1.571
*
```